Record 1
C22H20ClN4O5SbSe4TeW | wB97M-V/def2-TZVPD

Each line ends with the Löwdin charge.
Positions of all 59 atoms, in Å:
W -0.30 0.46 -0.18  1.23
C -1.94 4.23 3.28  -0.07
O -0.98 5.18 2.79  -0.09
C 0.29 4.71 2.64  -0.23
C 1.33 5.41 3.15  0.00
C 2.68 4.97 3.01  -0.11
C 2.93 3.78 2.41  -0.07
C 1.86 2.98 1.90  -0.14
C 2.17 1.76 1.34  -0.03
N 1.35 0.75 1.02  -0.15
N 2.07 -0.14 0.22  0.09
C 1.43 -1.24 -0.02  -0.47
O 0.20 -1.36 0.44  -0.25
C 2.04 -2.35 -0.78  -0.14
C 3.14 -2.12 -1.59  -0.06
C 3.67 -3.18 -2.31  -0.08
C 3.12 -4.45 -2.20  -0.10
C 2.03 -4.68 -1.36  -0.10
C 1.48 -3.62 -0.66  -0.03
C 0.52 3.49 1.86  -0.29
O -0.38 2.97 1.19  -0.12
H -2.75 4.82 3.71  0.09
H -1.50 3.61 4.07  0.10
H -2.31 3.60 2.48  0.03
H 1.10 6.34 3.67  0.11
H 3.49 5.58 3.40  0.09
H 3.94 3.40 2.35  0.11
H 3.21 1.55 1.11  0.14
H 3.53 -1.12 -1.72  0.01
H 4.49 -2.99 -2.99  0.10
H 3.54 -5.27 -2.78  0.09
H 1.61 -5.67 -1.27  0.09
H 0.62 -3.77 -0.02  0.10
Se -4.63 -2.03 4.28  -0.24
Sb -3.70 0.16 4.22  -0.17
Se -2.31 1.49 -0.82  0.27
Se -4.26 1.32 1.85  -0.11
Se -4.07 1.54 6.13  -0.23
N -3.03 -1.08 -3.01  0.13
C -2.61 -2.15 -2.28  -0.41
C -2.09 -3.30 -2.90  -0.03
C -1.79 -4.39 -2.11  -0.10
C -2.00 -4.33 -0.74  -0.11
C -2.43 -3.12 -0.21  -0.16
N -2.71 -2.05 -0.95  0.10
H -2.68 -0.97 -3.94  0.09
H -3.23 -0.25 -2.48  -0.01
H -1.92 -3.32 -3.97  0.10
H -1.37 -5.28 -2.56  0.10
H -1.80 -5.17 -0.09  0.09
H -2.56 -2.99 0.86  0.09
Cl 3.21 0.50 -3.56  -0.51
C -0.18 1.55 -3.61  0.03
C 0.25 1.02 -2.46  -0.81
O 0.62 1.69 -1.38  -0.23
O -0.07 -0.19 -2.01  -0.24
H -0.46 0.89 -4.41  0.05
H 0.11 2.56 -3.85  0.06
Te -1.98 0.30 1.84  0.40

Output
Relative energy (zero: lowest compared OMol25 entry of this formula, charge and spin) ... 25.7 kcal per mole
E_HOMO (spin up / spin down) ... -0.0910 / -0.0910 hartree
Charge ... -2

=====

Record 2
C22H20ClN4PdSTe | wB97M-V/def2-TZVPD

Each line ends with the Löwdin charge.
Positions of all 50 atoms, in Å:
Pd 0.09 -0.26 -0.29  0.38
C 1.75 -1.60 -4.22  -0.02
C 1.14 -0.85 -3.21  -0.11
N 0.97 -1.29 -1.99  0.00
C 1.42 -2.53 -1.68  -0.15
C 2.04 -3.36 -2.62  -0.13
C 2.20 -2.86 -3.93  0.02
C 2.49 -4.66 -2.23  0.00
C 2.32 -5.10 -0.97  0.00
C 1.69 -4.27 0.02  -0.13
C 1.51 -4.68 1.35  0.02
C 0.91 -3.83 2.23  -0.01
C 0.49 -2.57 1.79  -0.08
N 0.64 -2.15 0.55  0.02
C 1.24 -2.99 -0.33  -0.14
H 1.86 -1.18 -5.21  0.12
H 0.77 0.15 -3.42  0.09
H 2.68 -3.47 -4.68  0.13
H 2.97 -5.29 -2.98  0.12
H 2.66 -6.08 -0.67  0.12
H 1.85 -5.66 1.66  0.13
H 0.75 -4.10 3.27  0.12
H 0.02 -1.89 2.48  0.07
Te -0.52 2.11 -1.28  0.49
S -1.57 3.14 0.62  0.43
C -3.02 2.27 0.82  -0.80
N -3.42 1.21 0.14  0.02
C -4.80 0.85 0.49  -0.10
C -4.96 1.56 1.85  -0.11
N -3.92 2.59 1.75  0.05
H -2.93 0.94 -0.71  0.05
H -4.92 -0.22 0.57  0.12
H -5.49 1.24 -0.25  0.13
H -4.74 0.89 2.68  0.12
H -5.94 2.00 1.98  0.13
H -3.72 3.25 2.48  0.15
Cl 1.17 1.44 4.64  0.72
C -0.08 0.25 4.72  -0.60
C -0.32 -0.38 5.92  -0.10
C -1.32 -1.35 6.01  -0.07
C -2.07 -1.67 4.89  -0.08
C -1.83 -1.03 3.69  -0.08
C -0.83 -0.05 3.56  -0.36
C -0.60 0.59 2.31  -0.08
H 0.27 -0.12 6.78  0.11
H -1.50 -1.84 6.96  0.11
H -2.85 -2.42 4.96  0.11
H -2.42 -1.29 2.81  0.11
H 0.15 1.33 2.13  0.00
H -1.27 0.27 1.54  -0.04

Output
Relative energy (zero: lowest compared OMol25 entry of this formula, charge and spin) ... 45.8 kcal per mole
E_HOMO (spin up / spin down) ... -0.3347 / -0.3347 hartree
Charge ... +1

=====

Record 3
C22H20ClN5OS | wB97M-V/def2-TZVPD

Each line ends with the Löwdin charge.
Positions of all 50 atoms, in Å:
O -2.62 0.54 1.45  0.00
Cl 0.58 8.92 -4.44  0.60
N 0.50 2.07 -3.90  0.15
N -0.04 -4.83 1.67  0.15
S -0.01 2.88 0.02  1.05
C -1.36 0.63 1.60  -0.35
C 0.36 0.97 -3.28  -0.32
C -0.39 0.51 -0.83  -0.07
C -0.54 1.18 0.36  -0.35
C 0.17 1.22 -1.87  -0.28
C 0.30 2.46 -1.66  -0.45
C -0.03 -6.17 1.72  -0.13
C 0.06 -4.17 2.86  -0.35
C 0.13 -6.89 2.91  -0.07
C 0.21 -4.90 4.03  -0.05
C 0.31 -6.23 4.14  -0.07
C 0.98 6.74 -2.81  -0.07
C -0.02 6.29 -4.97  -0.12
C 0.95 5.35 -2.39  0.01
C -0.08 4.94 -4.61  -0.01
C 0.49 7.17 -4.05  -0.63
C 0.42 4.44 -3.35  -0.14
N 0.50 3.04 -2.94  -0.05
N -0.72 -0.17 2.53  -0.06
N -0.12 -2.84 2.82  -0.16
C 0.37 -0.34 -3.96  -0.03
C -1.46 -1.08 3.48  -0.09
C 0.66 -0.50 2.54  -0.13
C -1.50 -2.44 2.78  -0.13
C 0.90 -2.03 2.18  -0.09
H -0.69 -0.48 -1.00  0.12
H -0.07 -6.77 0.79  0.11
H 0.40 -7.89 2.89  0.07
H 0.14 -4.30 4.95  0.12
H 0.53 -6.60 5.13  0.12
H 1.45 7.44 -2.18  0.08
H -0.49 6.58 -5.91  0.12
H 1.48 4.86 -1.63  0.08
H -0.49 4.25 -5.34  0.10
H -0.62 -0.85 -3.83  0.09
H 1.24 -0.89 -3.49  0.10
H 0.52 -0.04 -5.05  0.10
H -0.92 -1.03 4.49  0.15
H -2.49 -0.79 3.68  0.11
H 1.04 -0.40 3.58  0.13
H 1.23 0.14 1.86  0.12
H -1.93 -2.37 1.74  0.15
H -2.02 -3.13 3.50  0.15
H 1.82 -2.30 2.61  0.11
H 0.88 -2.22 1.17  0.09

Output
Relative energy (zero: lowest compared OMol25 entry of this formula, charge and spin) ... 67.2 kcal per mole
E_HOMO ... -0.2981 hartree

=====

Record 4
C22H20F3N3O3 | wB97M-V/def2-TZVPD

Each line ends with the Löwdin charge.
Positions of all 51 atoms, in Å:
O -1.72 0.77 0.19  0.12
C -1.81 -0.33 -0.30  -0.41
N -2.71 -0.69 -1.26  0.13
H -2.61 -1.63 -1.63  0.14
C -3.58 0.23 -1.95  -0.15
C -4.13 1.29 -1.01  -0.16
C -3.75 2.63 -1.03  -0.01
C -4.32 3.49 -0.11  -0.04
C -5.24 2.99 0.79  -0.15
N -5.61 1.72 0.82  0.07
C -5.06 0.90 -0.06  -0.10
H -5.39 -0.13 0.00  0.12
H -5.71 3.62 1.53  0.10
H -4.04 4.54 -0.09  0.10
H -3.01 3.00 -1.73  0.12
C -2.85 0.80 -3.18  -0.59
F -2.58 -0.20 -4.04  0.14
F -3.60 1.68 -3.85  0.15
F -1.69 1.38 -2.90  0.16
H -4.43 -0.34 -2.35  0.17
C -0.97 -1.48 0.12  -0.17
N -1.05 -2.66 -0.46  0.11
O -0.15 -3.46 0.13  0.04
C 0.50 -2.77 1.09  -0.23
C 0.02 -1.49 1.13  0.09
H 0.31 -0.68 1.76  0.13
C 1.55 -3.48 1.89  -0.12
O 2.34 -2.60 2.63  -0.03
C 3.19 -1.74 1.96  -0.26
C 3.36 -1.70 0.58  -0.02
C 4.24 -0.79 0.04  -0.02
C 4.97 0.09 0.83  -0.18
C 4.80 0.04 2.22  -0.17
C 3.91 -0.87 2.76  0.04
H 3.77 -0.92 3.83  0.13
C 5.58 0.94 3.14  -0.15
C 6.18 2.14 2.41  -0.20
C 6.91 1.66 1.16  -0.20
C 5.90 1.08 0.18  -0.15
H 5.29 1.89 -0.24  0.12
H 6.41 0.60 -0.66  0.12
H 7.64 0.90 1.44  0.12
H 7.45 2.49 0.69  0.11
H 5.38 2.83 2.12  0.12
H 6.86 2.67 3.07  0.11
H 6.39 0.36 3.59  0.13
H 4.93 1.28 3.95  0.12
H 4.37 -0.76 -1.03  0.12
H 2.81 -2.36 -0.08  0.11
H 2.15 -4.12 1.23  0.14
H 1.06 -4.12 2.64  0.15

Output
Relative energy (zero: lowest compared OMol25 entry of this formula, charge and spin) ... 50.9 kcal per mole
E_HOMO ... -0.3133 hartree

=====

Please write out number 3 again, unchanged.
C22H20ClN5OS | wB97M-V/def2-TZVPD

Each line ends with the Löwdin charge.
Positions of all 50 atoms, in Å:
O -2.62 0.54 1.45  0.00
Cl 0.58 8.92 -4.44  0.60
N 0.50 2.07 -3.90  0.15
N -0.04 -4.83 1.67  0.15
S -0.01 2.88 0.02  1.05
C -1.36 0.63 1.60  -0.35
C 0.36 0.97 -3.28  -0.32
C -0.39 0.51 -0.83  -0.07
C -0.54 1.18 0.36  -0.35
C 0.17 1.22 -1.87  -0.28
C 0.30 2.46 -1.66  -0.45
C -0.03 -6.17 1.72  -0.13
C 0.06 -4.17 2.86  -0.35
C 0.13 -6.89 2.91  -0.07
C 0.21 -4.90 4.03  -0.05
C 0.31 -6.23 4.14  -0.07
C 0.98 6.74 -2.81  -0.07
C -0.02 6.29 -4.97  -0.12
C 0.95 5.35 -2.39  0.01
C -0.08 4.94 -4.61  -0.01
C 0.49 7.17 -4.05  -0.63
C 0.42 4.44 -3.35  -0.14
N 0.50 3.04 -2.94  -0.05
N -0.72 -0.17 2.53  -0.06
N -0.12 -2.84 2.82  -0.16
C 0.37 -0.34 -3.96  -0.03
C -1.46 -1.08 3.48  -0.09
C 0.66 -0.50 2.54  -0.13
C -1.50 -2.44 2.78  -0.13
C 0.90 -2.03 2.18  -0.09
H -0.69 -0.48 -1.00  0.12
H -0.07 -6.77 0.79  0.11
H 0.40 -7.89 2.89  0.07
H 0.14 -4.30 4.95  0.12
H 0.53 -6.60 5.13  0.12
H 1.45 7.44 -2.18  0.08
H -0.49 6.58 -5.91  0.12
H 1.48 4.86 -1.63  0.08
H -0.49 4.25 -5.34  0.10
H -0.62 -0.85 -3.83  0.09
H 1.24 -0.89 -3.49  0.10
H 0.52 -0.04 -5.05  0.10
H -0.92 -1.03 4.49  0.15
H -2.49 -0.79 3.68  0.11
H 1.04 -0.40 3.58  0.13
H 1.23 0.14 1.86  0.12
H -1.93 -2.37 1.74  0.15
H -2.02 -3.13 3.50  0.15
H 1.82 -2.30 2.61  0.11
H 0.88 -2.22 1.17  0.09

Output
Relative energy (zero: lowest compared OMol25 entry of this formula, charge and spin) ... 67.2 kcal per mole
E_HOMO ... -0.2981 hartree

=====

Q: Which value of relative energy (zero: lowest compared OMol25 entry of this formula, charge and spin) does entry 2 give?
A: 45.8 kcal per mole